Entry 1:
DFT (the ωB97M-V functional and the def2-TZVPD basis) results for a cluster of 7 separate species, C25H39NO11 in total.

HOMO energy: -8.69 eV
M: 529.58 g/mol
SMILES: c1cc[nH]c1.O=C1CCCO1.O=C1CCCO1.O=C1CCCO1.O=C1CCCO1.O=C1CCCO1.CO
Relative energy (zero: lowest compared OMol25 entry of this formula, charge and spin): 0.00 kJ/mol
Kohn-Sham gap: 8.8 eV

The geometry in XYZ format:
```
76
Properties=species:S:1:pos:R:3:forces:R:3
C 0.328 -0.498 -1.246 -0.9 0.2 -0.2
C 1.621 -0.683 -0.710 0.2 1.2 0.9
C 1.735 0.181 0.394 -1.4 -0.1 -1.4
N 0.530 0.868 0.467 0.0 -0.5 0.0
C -0.381 0.427 -0.481 2.3 -0.1 -0.1
H -0.041 -0.918 -2.170 0.0 -0.2 0.1
H 2.440 -1.207 -1.182 -0.2 -0.3 0.2
H 2.549 0.392 1.072 -0.1 0.0 -0.1
H 0.379 1.680 1.048 0.0 -0.4 0.5
H -1.340 0.908 -0.609 0.1 -0.3 0.0
O -4.917 -0.330 -1.054 0.8 -3.0 -0.2
C -4.382 -1.428 -1.308 -1.6 4.8 -1.1
C -4.682 -2.297 -2.530 0.8 -0.3 1.3
C -3.538 -3.268 -2.414 0.5 -1.4 -0.9
C -2.550 -2.792 -1.334 -1.8 -1.3 -0.6
O -3.300 -1.798 -0.649 0.8 0.3 0.8
H -5.641 -2.787 -2.361 -0.1 0.3 -0.5
H -4.561 -1.812 -3.499 -0.8 0.7 0.5
H -3.909 -4.249 -2.114 0.1 -0.1 -0.3
H -3.037 -3.335 -3.380 0.0 -0.4 0.1
H -2.509 -3.650 -0.662 1.1 0.4 0.2
H -1.626 -2.450 -1.802 0.0 0.2 0.8
O -0.888 -2.395 6.005 -0.6 1.3 -2.4
C -1.062 -1.947 4.872 0.6 -2.0 2.4
C -1.973 -0.886 4.354 0.3 0.4 0.9
C -1.330 -0.535 3.045 -0.4 0.3 -0.8
C -0.608 -1.828 2.640 -1.3 1.3 -1.5
O -0.382 -2.472 3.827 1.2 -1.2 2.0
H -2.974 -1.288 4.196 0.0 -0.1 0.2
H -1.999 -0.084 5.091 -0.3 0.0 -0.1
H -2.138 -0.234 2.377 0.5 0.2 -0.5
H -0.556 0.230 3.107 -0.4 0.3 0.2
H -1.245 -2.479 2.041 0.1 0.1 -0.4
H 0.311 -1.555 2.122 0.1 -0.5 0.0
O 5.614 -0.868 0.318 -0.6 -3.1 1.8
C 5.304 -1.907 0.936 0.2 3.5 -1.4
C 4.288 -2.938 0.542 1.3 -0.4 0.6
C 4.537 -3.980 1.623 -2.7 -2.3 0.0
C 5.387 -3.387 2.691 0.6 -1.5 -0.3
O 5.691 -2.142 2.201 1.2 3.1 -0.3
H 3.342 -2.429 0.724 -0.2 -0.2 -0.7
H 4.492 -3.317 -0.459 -0.6 0.3 0.0
H 3.584 -4.261 2.071 -0.3 0.2 0.0
H 4.847 -4.976 1.307 0.6 0.3 -0.5
H 4.874 -3.354 3.652 0.4 0.3 0.0
H 6.330 -3.933 2.703 0.0 -0.1 0.8
O 5.062 3.334 -4.622 -0.5 -0.9 1.1
C 4.560 2.662 -3.748 0.5 0.2 -1.2
C 5.058 1.406 -3.043 0.6 0.3 0.4
C 4.331 1.517 -1.723 0.1 -1.3 0.0
C 3.022 2.201 -2.080 0.6 -0.4 0.8
O 3.334 2.948 -3.251 -0.3 0.8 -0.1
H 4.809 0.481 -3.565 -0.3 0.2 -0.3
H 6.131 1.373 -2.853 0.0 0.3 -0.5
H 4.214 0.522 -1.293 -0.1 0.2 0.3
H 4.953 2.107 -1.049 -0.3 0.1 0.1
H 2.182 1.531 -2.265 0.1 0.0 -0.1
H 2.790 2.824 -1.216 -0.5 0.5 -0.5
O -3.436 2.231 -3.556 -1.1 -0.3 0.6
C -4.076 2.601 -2.603 1.2 1.3 -2.5
C -3.490 3.008 -1.276 -1.6 0.1 -0.5
C -4.823 2.966 -0.594 -0.9 0.0 4.9
C -5.993 3.275 -1.506 0.6 0.7 0.7
O -5.422 2.963 -2.698 2.3 -1.8 -3.6
H -2.667 2.377 -0.941 -0.6 -0.2 0.0
H -3.129 4.036 -1.241 0.1 0.1 -0.7
H -5.013 1.984 -0.161 0.2 -0.1 -0.1
H -4.811 3.648 0.257 -0.2 0.0 0.3
H -6.888 2.663 -1.392 0.1 0.0 0.5
H -6.267 4.327 -1.577 -0.2 0.2 0.5
C -0.259 4.062 1.813 -0.4 -0.4 0.1
O 0.003 2.818 2.523 -0.2 0.8 -0.7
H -1.127 3.930 1.167 -0.2 -0.3 0.3
H -0.492 4.868 2.508 0.2 0.0 -0.1
H 0.525 4.337 1.107 0.5 0.0 0.4
H 0.302 3.011 3.415 0.1 0.1 -0.1
```
Forces are in eV/Å.

Results of the Löwdin charge analysis, in e, for atoms 1 through 6: atom 1 (C): -0.126, atom 2 (C): -0.126, atom 3 (C): -0.119, atom 4 (N): 0.022, atom 5 (C): -0.085, atom 6 (H): 0.087

Entry 2:
DFT (the ωB97M-V functional and the def2-TZVPD basis) results for a structure of composition C25H40BO4Ru.

Total charge: +1
HOMO energy (alpha / beta): -10.26 / -11.47 eV
M: 516.47 g/mol
2S+1: 5
Relative energy (zero: lowest compared OMol25 entry of this formula, charge and spin): 0.00 kJ/mol
Kohn-Sham gap (alpha / beta): 7.9 / 6.0 eV

The geometry in XYZ format:
```
71
Properties=species:S:1:pos:R:3:forces:R:3
O -1.311 1.738 -3.224 1.3 0.3 0.8
C 0.107 2.178 -2.993 -0.9 -0.2 -0.8
C -0.230 3.576 -3.519 -0.7 -0.3 0.2
H 0.804 1.609 -3.614 -0.2 0.0 0.4
H 0.388 2.110 -1.934 -0.3 0.0 -0.3
C -1.720 3.120 -3.350 0.9 0.7 -0.2
H 0.040 3.702 -4.578 0.0 0.1 0.4
H 0.075 4.424 -2.904 0.1 0.0 -0.2
C -2.639 3.373 -4.517 -0.6 0.2 0.2
H -2.348 2.936 -5.470 0.4 -0.1 0.1
H -2.723 4.457 -4.653 -0.1 -0.1 0.0
H -3.638 2.989 -4.278 0.1 0.1 -0.1
C -2.325 3.650 -2.052 -0.1 -0.1 -0.3
H -1.675 3.441 -1.193 0.0 0.2 -0.2
H -3.276 3.143 -1.864 0.0 0.1 -0.1
H -2.503 4.729 -2.164 0.0 -0.3 0.3
Ru 0.438 0.421 1.293 -0.9 -2.4 -1.2
C 0.864 2.106 2.594 1.3 1.0 0.1
C 1.997 1.214 2.592 0.6 0.9 0.4
C 2.547 1.172 1.259 -0.8 0.9 -0.2
H 2.406 0.696 3.458 -0.2 0.4 -0.3
C 1.725 2.008 0.425 0.6 0.8 0.9
C 0.693 2.601 1.256 1.4 0.2 0.0
H -0.047 3.298 0.899 -0.1 0.0 0.1
H 0.282 2.370 3.465 0.1 -0.1 -0.1
H 3.411 0.610 0.949 0.0 -0.1 -0.1
H 1.847 2.179 -0.636 0.1 -0.1 0.2
C -1.409 0.240 2.401 -1.1 -1.0 -0.8
C -2.083 1.473 2.109 0.0 0.0 0.3
C -2.440 1.488 0.752 0.0 -0.4 -1.2
H -2.255 2.268 2.841 0.0 -0.3 -0.4
C -1.936 0.306 0.121 -1.4 1.1 0.5
C -1.421 -0.554 1.148 0.4 -0.6 1.1
H -1.207 -1.629 1.052 -0.5 0.6 0.1
H -1.233 -0.102 3.411 -0.3 -0.2 -0.1
H -3.073 2.253 0.265 0.8 -0.5 0.3
H -2.005 0.076 -0.941 0.0 0.1 0.2
O 0.521 -0.555 -3.971 0.6 -0.6 -2.2
C -0.241 -0.101 -5.124 -1.5 0.5 0.2
C 0.232 -0.720 -6.448 0.6 -0.1 0.4
H -0.240 1.001 -5.192 0.2 -0.6 0.2
H -1.296 -0.367 -4.918 0.4 0.1 -0.2
C 1.257 -1.795 -5.995 0.0 0.4 0.1
H 0.719 0.041 -7.080 -0.3 -0.4 0.2
H -0.614 -1.161 -7.002 0.4 0.2 0.2
C 1.237 -1.727 -4.444 -0.1 -0.7 0.2
H 2.266 -1.572 -6.374 -0.4 -0.1 0.1
H 0.957 -2.782 -6.370 0.2 0.2 0.3
H 2.248 -1.722 -4.016 -0.2 0.2 -0.1
H 0.739 -2.641 -4.077 0.0 0.4 0.1
C -0.704 -2.174 5.269 -0.4 0.1 0.0
C 0.727 -2.166 4.754 -0.2 -0.7 0.2
C 1.629 -2.286 5.966 0.4 -0.2 0.1
O 0.954 -0.907 4.101 -0.1 0.1 -1.8
B 0.788 -1.128 2.719 0.1 -1.1 1.4
O 0.729 -2.477 2.384 0.0 2.0 0.0
C 0.996 -3.209 3.594 0.6 -0.6 1.0
C 2.449 -3.679 3.571 0.2 0.0 -0.1
C 0.102 -4.421 3.606 -0.5 -0.2 0.1
H -1.448 -2.084 4.468 0.1 -0.1 0.1
H -0.837 -1.328 5.955 0.0 -0.1 -0.2
H -0.906 -3.086 5.839 0.0 0.1 -0.2
H 1.386 -1.504 6.694 0.0 -0.1 -0.2
H 1.448 -3.251 6.457 0.1 0.2 -0.1
H 2.696 -2.223 5.725 -0.3 0.0 0.0
H 2.637 -4.380 4.394 0.0 0.2 -0.1
H 2.636 -4.219 2.635 0.0 0.2 0.1
H 3.158 -2.845 3.652 -0.1 -0.2 -0.1
H -0.954 -4.137 3.645 0.2 -0.1 -0.1
H 0.274 -5.015 2.704 0.0 0.1 0.1
H 0.326 -5.050 4.472 -0.1 0.1 -0.1
```
Forces are in eV/Å.

Results of the Löwdin charge analysis, in e, for atoms 1 through 6: atom 1 (O): -0.113, atom 2 (C): -0.132, atom 3 (C): -0.058, atom 4 (H): 0.096, atom 5 (H): 0.077, atom 6 (C): -0.574

Entry 3:
DFT (the ωB97M-V functional and the def2-TZVPD basis) results for a structure of composition C25H40Cl2CrN6OS.

Total charge: +2
HOMO energy (alpha / beta): -12.36 / -12.44 eV
M: 595.61 g/mol
2S+1: 5
Relative energy (zero: lowest compared OMol25 entry of this formula, charge and spin): 792.81 kJ/mol
Kohn-Sham gap (alpha / beta): 7.2 / 7.2 eV

The geometry in XYZ format:
```
76
Properties=species:S:1:pos:R:3:forces:R:3
Cr 0.672 0.048 0.540 -0.4 0.2 0.0
Cl 1.676 -0.286 3.053 -0.7 -0.2 0.6
C 2.435 0.939 3.997 0.0 0.3 0.0
Cl 3.704 -2.255 -0.402 -0.1 0.1 0.3
H 4.400 -2.537 0.641 0.1 -0.1 -0.2
H 2.888 0.464 4.868 -0.1 0.0 0.0
C 1.016 2.357 -4.118 0.0 0.0 0.0
N 0.425 1.415 -3.171 0.0 0.0 0.1
C -0.661 0.601 -3.703 0.0 0.0 0.0
C 0.993 1.130 -1.988 0.0 0.0 0.0
N 0.967 -0.064 -1.407 0.2 -0.3 -0.1
C 1.085 -1.267 -2.162 -0.1 0.1 0.0
C 1.804 -1.232 -3.331 0.0 0.0 0.0
C 1.970 -2.364 -4.145 0.0 0.0 0.0
C 1.437 -3.549 -3.747 0.0 0.0 0.0
C 0.772 -3.658 -2.502 0.0 0.0 0.0
C 0.380 -4.950 -2.077 0.0 0.0 0.0
C -0.120 -5.143 -0.829 0.0 0.0 0.0
C -0.292 -4.038 0.018 -0.1 0.0 0.0
C -0.024 -2.752 -0.386 0.0 0.0 0.0
N -0.220 -1.704 0.559 0.0 -0.2 -0.2
C -1.125 -1.787 1.519 0.0 0.1 0.1
N -0.763 -1.220 2.752 -0.1 -0.2 -0.2
C 0.501 -1.546 3.261 0.3 -0.3 -0.4
C -1.797 -0.623 3.611 0.2 0.0 0.1
N -2.363 -2.274 1.373 0.1 0.0 0.1
C -2.999 -2.356 0.066 0.0 0.0 0.0
C -3.046 -3.005 2.441 0.0 0.0 0.0
C 0.569 -2.515 -1.672 0.0 0.0 0.0
N 1.572 2.144 -1.282 -0.1 0.0 0.1
C 1.124 3.526 -1.435 0.0 0.0 0.0
C 2.646 1.883 -0.325 0.1 0.1 -0.3
H 1.096 1.862 -5.087 0.0 0.0 0.0
H 2.017 2.638 -3.800 0.0 0.0 0.0
H 0.404 3.252 -4.238 0.0 0.0 0.0
H -0.298 -0.121 -4.437 0.0 0.0 0.0
H -1.379 1.266 -4.183 0.0 0.0 0.0
H -1.153 0.066 -2.895 0.0 0.0 0.0
H 2.266 -0.302 -3.637 0.0 0.0 0.0
H 2.529 -2.285 -5.067 0.0 0.0 0.0
H 1.554 -4.441 -4.348 0.0 0.0 0.0
H 0.539 -5.783 -2.749 0.0 0.0 0.0
H -0.367 -6.135 -0.474 0.0 0.0 0.0
H -0.635 -4.209 1.031 0.0 0.0 0.0
H 2.675 -0.981 2.573 0.3 0.3 0.0
H 0.662 -2.088 4.184 -0.2 0.2 0.1
H 1.620 1.649 4.244 0.5 -0.4 -0.3
H -2.609 -0.231 3.005 -0.1 0.0 -0.1
H -1.335 0.185 4.179 0.0 0.0 -0.1
H -2.209 -1.331 4.327 0.0 0.0 0.1
H -2.527 -1.657 -0.619 0.0 0.0 0.0
H -4.050 -2.092 0.185 0.0 0.0 0.0
H -2.929 -3.363 -0.351 0.0 0.0 0.0
H -2.359 -3.223 3.252 0.0 0.0 0.0
H -3.400 -3.952 2.032 0.0 0.0 0.0
H -3.904 -2.451 2.823 0.0 0.0 0.0
H 0.096 3.537 -1.790 0.0 0.0 0.0
H 1.741 4.094 -2.133 0.0 0.0 0.0
H 1.169 4.021 -0.467 0.0 0.0 0.0
H 3.464 1.323 -0.774 0.0 0.0 0.0
H 2.372 1.339 0.598 -0.1 0.1 0.1
H 3.023 2.837 0.032 0.1 0.0 0.0
O -0.923 1.436 0.765 0.2 0.2 0.2
S -1.938 2.260 1.562 0.0 -0.1 0.0
C -1.028 3.059 2.907 0.0 0.0 0.0
C -0.401 4.317 2.324 0.0 0.0 0.0
C -1.510 4.945 1.487 0.0 0.0 0.0
C -2.103 3.821 0.636 0.0 0.0 0.0
H -0.334 2.324 3.312 0.0 0.0 0.0
H -1.772 3.295 3.672 0.0 0.0 0.0
H 0.452 4.046 1.698 0.0 0.0 0.0
H -0.040 4.980 3.108 0.0 0.0 0.0
H -1.155 5.759 0.856 0.0 0.0 0.0
H -2.277 5.359 2.145 0.0 0.0 0.0
H -1.525 3.627 -0.267 0.0 0.0 0.0
H -3.147 3.962 0.365 0.0 0.0 0.0
```
Forces are in eV/Å.

Results of the Löwdin charge analysis, in e, for atoms 1 through 6: atom 1 (Cr): 0.672, atom 2 (Cl): 0.971, atom 3 (C): -0.324, atom 4 (Cl): 0.406, atom 5 (H): -0.213, atom 6 (H): 0.004